[1]
C7H15AsCl12F6NiO5PY | ωB97M-V with the def2-TZVPD basis set

* HOMO-LUMO gap (alpha / beta): 4.10 / 6.51 eV
* expectation value of S²: 3.763
* multiplicity: 4
* HOMO (alpha / beta): -2.29 / -4.70 eV
* total charge: -1

```
49
C7H15AsCl12F6NiO5PY | the OMol25 dataset | ωB97M-V with the def2-TZVPD basis set
Y 7.38213 27.11718 4.96182
Ni 7.36082 30.28958 3.07363
C 6.52782 23.49800 4.71041
O 6.99872 24.80971 4.89482
H 6.46370 23.22494 3.65711
H 7.12620 22.70904 5.16603
H 5.50368 23.34636 5.05136
P 7.93867 29.67672 5.24868
O 8.42199 30.93110 4.52218
O 8.25161 28.86298 3.94835
O 6.57202 29.18748 4.70840
O 8.71417 28.57734 6.02539
As 5.93326 27.47831 1.28012
F 7.48107 26.82650 0.72704
F 5.22504 25.86846 1.09514
F 4.35292 27.99587 1.95430
F 6.64064 29.07871 1.69870
F 5.42337 28.06118 -0.32948
F 6.41874 26.97605 2.97206
C 2.86315 27.38662 5.20973
Cl 2.27617 27.26584 6.91310
Cl 4.58021 26.97613 5.06739
H 2.34100 26.75371 4.49217
H 2.70247 28.43334 4.95155
C 3.91439 22.76204 1.03558
Cl 4.19569 21.09609 0.60971
Cl 2.34583 23.31774 0.46804
H 3.95415 22.91649 2.11385
H 4.71232 23.36201 0.59804
C 2.16038 27.17586 -0.10616
Cl 0.64644 26.64525 -0.90103
Cl 2.21897 28.99366 0.01758
H 2.29471 26.70381 0.86709
H 2.99623 26.90170 -0.74982
C 6.78035 25.31650 -2.19640
Cl 5.18999 24.53393 -2.09323
Cl 7.76134 24.98251 -3.65689
H 6.63058 26.38602 -2.04878
H 7.31269 25.07944 -1.27524
C 10.67499 27.81666 -0.44201
Cl 10.95178 29.10838 0.71444
Cl 11.43227 26.34027 0.18763
H 9.59715 27.68925 -0.54272
H 11.12068 28.10653 -1.39356
C 8.37473 31.21988 -0.97323
Cl 7.53313 29.70774 -1.48268
Cl 8.26006 31.38012 0.78665
H 9.41775 31.18256 -1.28759
H 7.88079 32.07833 -1.42841
```


[2]
C3H7NO2S2 | ωB97M-V with the def2-TZVPD basis set

* HOMO-LUMO gap: 3.50 eV
* HOMO: -8.96 eV
* energy above the lowest of the compared OMol25 structures with the same formula, charge and spin: 153.8 kcal per mole

```
15
C3H7NO2S2 | the OMol25 dataset | ωB97M-V with the def2-TZVPD basis set
N -1.25257 -1.24303 -1.20622
C -0.39020 -1.12329 0.06466
C 0.79463 -0.08908 -0.25647
O 1.42760 0.17299 0.84960
O 0.85008 0.59232 -1.30702
C -1.42153 -0.53747 1.16966
S -2.77950 -1.72370 1.26274
S 2.63764 3.43547 -0.84093
H -2.18412 -1.67378 -0.96396
H -0.87498 -2.00514 -1.78052
H -0.09990 -2.08078 0.37149
H 2.11012 2.62698 0.07163
H -0.89396 -0.22225 2.12241
H -1.81454 0.39013 0.77690
H 3.89121 3.48063 -0.33398
```


Values of maximum force, in order: 11.4, 5.7, all in eV/Å.